This record from the Open Molecules 2025 dataset describes a structure of composition C3H8NS in a non-equilibrium geometry. The level of theory is ωB97M-V/def2-TZVPD.

For the HOMO-LUMO gap, the calculation gives 0.38325 Eh. As for the charge: +1. As for the LUMO energy: -0.133 hartree. As for the HOMO energy: -14.06 eV. The spin multiplicity is 1. The energy relative to the best compared isomer or geometry (same formula, charge and spin) is 34.7 kcal/mol.

Geometry as XYZ:
```
13
Properties=species:S:1:pos:R:3:nbo_charge:R:1
C -1.24292 1.07837 -0.61385 -0.3374
C -1.22328 -1.10435 -0.61293 -0.3398
C 0.61606 0.00238 0.66758 -0.4618
N -0.21300 -0.03707 -0.59954 -0.3776
S -2.26003 -0.01110 0.43831 0.2863
H -0.74333 1.99223 -0.20558 0.2528
H -1.72076 1.20892 -1.59817 0.2491
H -1.64964 -1.16126 -1.65210 0.2534
H -0.94919 -2.03845 -0.06098 0.2676
H 0.24581 -0.06713 1.63644 0.2661
H 1.38725 -0.69062 0.58891 0.2387
H 1.24118 0.83275 0.79231 0.2478
H 0.49563 0.10142 -1.41834 0.4548
```

=====

This record from the Open Molecules 2025 dataset describes a cluster of 2 separate species, C10H16O in total in a non-equilibrium geometry. The level of theory is ωB97M-V/def2-TZVPD.

For the HOMO-LUMO gap, the calculation gives 0.34559 Eh. The SMILES is Cc1ccc(O)cc1.CCC. As for the LUMO energy: 0.034 hartree. As for the HOMO energy: -8.48 eV. The spin multiplicity is 1. The energy relative to the best compared isomer or geometry (same formula, charge and spin) is 68.4 kcal/mol.

Geometry as XYZ:
```
27
Properties=species:S:1:pos:R:3:nbo_charge:R:1
C 1.66650 3.55796 -0.23296 -0.6287
C 0.51291 2.60724 -0.55479 -0.0507
C 0.25420 2.06795 -1.83546 -0.1958
C -0.68397 1.09359 -1.99025 -0.2555
C -1.43767 0.75796 -0.89256 0.2883
O -2.42305 -0.25248 -1.13482 -0.7361
C -1.41516 1.29046 0.33482 -0.2850
C -0.36951 2.28086 0.52744 -0.1801
H 2.03893 3.98657 -1.16364 0.2165
H 2.54201 3.11657 0.35069 0.2210
H 1.25936 4.34617 0.44696 0.2163
H 0.83265 2.21887 -2.74420 0.2172
H -0.81001 0.51788 -2.91613 0.2369
H -3.12248 -0.47432 -0.58018 0.4887
H -1.92717 0.90860 1.34274 0.2348
H -0.21737 2.76246 1.52050 0.2125
C 0.93601 -1.65011 1.33323 -0.6277
C 0.76716 -3.15622 0.76511 -0.3857
C -0.69933 -3.62664 0.50139 -0.6028
H 0.08185 -1.10769 1.24543 0.2000
H 1.22953 -1.69561 2.38250 0.2102
H 1.47910 -1.10453 0.52498 0.2194
H 1.17624 -3.70066 1.62405 0.1866
H 1.29840 -3.35709 -0.09254 0.1945
H -1.37422 -3.06596 1.06174 0.1993
H -0.69700 -4.62732 0.84510 0.2029
H -0.89792 -3.69453 -0.66915 0.2027
```

=====

This record from the Open Molecules 2025 dataset describes a structure of composition C25H35IrN3O3P in a non-equilibrium geometry. The level of theory is ωB97M-V/def2-TZVPD.

For the HOMO-LUMO gap (alpha / beta), the calculation gives 0.21849 / 0.21327 Eh. As for the charge: +3. As for the LUMO energy (alpha / beta): -0.438 / -0.444 hartree. As for the HOMO energy (alpha / beta): -17.88 / -17.87 eV. The spin multiplicity is 2. The energy relative to the best compared isomer or geometry (same formula, charge and spin) is 76.3 kcal/mol.

Geometry as XYZ:
```
68
Properties=species:S:1:pos:R:3:mulliken_spin:R:1
Ir 0.53150 0.13250 -0.31920 1.0138
C -0.37330 4.60930 0.18200 0.0029
C -0.39910 4.80280 1.55630 -0.0023
C -0.27210 3.70870 2.39440 0.0017
C -0.06950 2.44510 1.83740 -0.0045
N 0.00360 2.28600 0.50560 0.0459
C -0.16410 3.32510 -0.30170 -0.0171
C -0.00420 1.21140 2.62450 0.0204
C 0.01700 1.18390 4.01840 -0.0009
C -0.01170 -0.03850 4.67060 0.0014
C -0.08300 -1.20170 3.92360 -0.0019
C -0.08470 -1.11390 2.53090 0.0176
N -0.00970 0.07300 1.91260 -0.0185
C -0.16830 -2.28470 1.65410 -0.0116
C -0.57270 -3.54290 2.10240 0.0008
C -0.68850 -4.57710 1.19120 -0.0013
C -0.37520 -4.34490 -0.13980 0.0025
C 0.03810 -3.07450 -0.51140 -0.0191
N 0.11660 -2.07750 0.35900 0.0466
H -0.50520 5.43160 -0.50440 0.0012
H -0.53610 5.79060 1.97220 0.0002
H -0.35020 3.83590 3.46100 0.0001
H -0.13440 3.12670 -1.36610 -0.0008
H 0.06180 2.09870 4.58650 0.0002
H -0.00180 -0.07930 5.74940 -0.0002
H -0.11590 -2.16160 4.41240 0.0003
H -0.80010 -3.70850 3.14140 -0.0002
H -1.02290 -5.55190 1.51860 0.0001
H -0.42740 -5.12990 -0.87660 0.0010
H 0.31530 -2.86190 -1.53490 0.0006
C 4.24530 -0.94780 1.68350 -0.0031
C 4.26240 0.45800 1.11960 -0.0016
O 4.13070 0.49510 -0.30390 -0.0083
P 2.83420 0.08860 -1.13590 -0.0157
O 3.02910 0.92920 -2.46440 -0.0010
C 3.82860 2.11020 -2.69010 0.0001
C 5.25760 1.74310 -3.01790 0.0000
O 2.93110 -1.41980 -1.62850 0.0119
C 3.89630 -1.96300 -2.57300 -0.0007
C 5.17240 -2.40490 -1.90300 0.0005
H 4.33180 -0.89340 2.76440 -0.0001
H 5.08580 -1.52450 1.31130 -0.0001
H 3.32310 -1.46180 1.41420 0.0001
H 5.21960 0.94370 1.32030 -0.0005
H 3.46500 1.06780 1.55870 0.0009
H 3.77400 2.77200 -1.82330 -0.0003
H 3.35790 2.60850 -3.54150 -0.0001
H 5.72160 1.16450 -2.21850 -0.0001
H 5.83200 2.65520 -3.16050 0.0000
H 5.29900 1.15050 -3.93150 0.0000
H 4.08550 -1.21930 -3.35260 -0.0001
H 3.38240 -2.81740 -3.02330 -0.0005
H 5.69080 -1.57300 -1.42730 -0.0001
H 5.82660 -2.83530 -2.65810 0.0002
H 4.97200 -3.16490 -1.14870 -0.0001
C -2.14660 -0.35420 -4.15040 -0.0132
C -1.89140 -0.13620 -2.65310 0.0224
C -2.80400 0.91670 -2.04490 0.0018
C -0.43300 0.10790 -2.38450 -0.0722
H -3.16240 -0.71520 -4.30580 -0.0015
H -1.44780 -1.06860 -4.57940 0.0002
H -2.04140 0.57990 -4.70520 0.0012
H -2.15560 -1.09980 -2.17990 -0.0017
H -2.70710 1.85950 -2.58140 0.0006
H -2.55890 1.07870 -0.99630 0.0001
H -3.84920 0.62840 -2.11560 0.0000
H -0.12690 1.09280 -2.75210 0.0021
H 0.19190 -0.67660 -2.82010 -0.0003
```

=====

This record from the Open Molecules 2025 dataset describes an isolated molecule of C5H7NOS in a non-equilibrium geometry. The level of theory is ωB97M-V/def2-TZVPD.

For the HOMO-LUMO gap, the calculation gives 0.31131 Eh. The SMILES is CN1[C@H](C=O)[C@@H]1C=S. As for the LUMO energy: -0.015 hartree. As for the HOMO energy: -8.88 eV. The spin multiplicity is 1. The energy relative to the best compared isomer or geometry (same formula, charge and spin) is 68.6 kcal/mol.

Geometry as XYZ:
```
15
Properties=species:S:1:pos:R:3:nbo_charge:R:1
C -2.27722 0.06069 -0.09446 -0.4330
N -1.31596 -0.74235 0.69693 -0.3357
C -0.29822 -0.01938 1.45006 -0.1973
C -0.06181 1.47612 1.47872 0.4180
O -0.26935 2.19227 0.53454 -0.5226
C 0.04611 -0.87082 0.29667 -0.1266
C 0.66844 -0.24106 -0.89093 -0.2982
S 1.85185 -0.98777 -1.62226 0.0996
H -1.83240 0.90694 -0.63037 0.2031
H -2.72301 -0.62063 -0.80380 0.2091
H -3.00641 0.45785 0.62941 0.2088
H -0.19288 -0.41487 2.45265 0.2088
H 0.19295 1.87569 2.45632 0.1274
H 0.50532 -1.84526 0.50662 0.2248
H 0.32953 0.66970 -1.25002 0.2137
```

=====

This record from the Open Molecules 2025 dataset describes a structure of composition C25H23IIrN2 in a non-equilibrium geometry. The level of theory is ωB97M-V/def2-TZVPD.

For the HOMO-LUMO gap (alpha / beta), the calculation gives 0.20284 / 0.12198 Eh. As for the charge: +2. As for the LUMO energy (alpha / beta): -0.299 / -0.371 hartree. As for the HOMO energy (alpha / beta): -13.66 / -13.42 eV. The spin multiplicity is 2.

Geometry as XYZ:
```
52
Properties=species:S:1:pos:R:3:mulliken_spin:R:1
Ir 0.09054 -0.24983 0.15431 -0.0285
I -2.31876 -1.30535 -0.66088 0.0053
C -1.50116 -3.23065 -0.11110 0.1476
C -2.25535 -4.34145 -0.42859 0.0036
C -1.80057 -5.60934 -0.06283 0.0430
C -0.60492 -5.74251 0.60583 0.1383
C 0.17339 -4.61523 0.93693 -0.0195
C 1.38346 -4.75544 1.64427 0.1952
C 2.12500 -3.65252 2.01417 0.0537
C 1.68284 -2.37390 1.67462 0.0145
C 0.51878 -2.18118 0.93760 0.2068
C -0.27272 -3.30390 0.57510 0.0269
H -3.19354 -4.23885 -0.95050 -0.0016
H -2.39794 -6.47489 -0.29904 0.0024
H -0.25164 -6.71805 0.90122 0.0028
H 1.71653 -5.74819 1.90595 0.0008
H 3.04414 -3.77187 2.56688 0.0064
H 2.27607 -1.52574 1.99807 0.0056
C 5.42185 1.81129 1.40889 0.0046
C 4.20273 0.98201 1.83561 -0.0063
C 3.10450 1.82018 2.41695 0.0198
C 3.28866 2.39911 3.66399 -0.0087
C 2.24892 3.02292 4.33133 0.0372
C 0.98011 3.06607 3.75158 -0.0124
C 0.73339 2.48933 2.52301 0.0197
C -0.65254 2.49249 1.94140 -0.0018
C -1.41409 1.25175 2.42206 0.0076
C 1.81477 1.91166 1.80909 0.0393
N 1.58032 1.42093 0.55237 0.0437
C 2.34409 1.70655 -0.47702 -0.0026
C 2.10289 1.09558 -1.70406 0.0195
C 2.71547 1.27084 -2.97554 -0.0074
C 2.05641 0.43247 -3.83418 0.0184
C 1.05668 -0.24655 -3.06126 0.0208
N 1.08142 0.14895 -1.80840 -0.0066
H 6.22837 1.13662 1.13909 0.0001
H 5.76615 2.44759 2.21809 -0.0001
H 5.20372 2.43954 0.54911 -0.0005
H 4.53438 0.28814 2.61746 0.0014
H 3.84605 0.38685 0.99065 0.0007
H 4.25936 2.32476 4.13158 0.0008
H 2.41013 3.44546 5.31116 0.0005
H 0.18032 3.57349 4.26806 0.0004
H -0.61977 2.50397 0.84624 0.0002
H -1.18633 3.38529 2.27233 0.0013
H -0.90913 0.32647 2.05539 0.0032
H -2.43576 1.25870 2.05207 -0.0001
H -1.44055 1.21147 3.50981 0.0016
H 3.12483 2.45807 -0.39720 0.0002
H 3.53160 1.92550 -3.20074 -0.0003
H 2.23634 0.29000 -4.88291 0.0007
H 0.36226 -0.98335 -3.42671 0.0018
```

=====

This record from the Open Molecules 2025 dataset describes a structure of composition C17H18BBrN6O2Re in a non-equilibrium geometry. The level of theory is ωB97M-V/def2-TZVPD.

For the HOMO-LUMO gap (alpha / beta), the calculation gives 0.28659 / 0.11040 Eh. As for the charge: +2. As for the LUMO energy (alpha / beta): -0.224 / -0.392 hartree. As for the HOMO energy (alpha / beta): -13.90 / -13.67 eV. The spin multiplicity is 4.

Geometry as XYZ:
```
46
Properties=species:S:1:pos:R:3:mulliken_spin:R:1
H -0.29387 2.79739 0.88102 -0.0040
N 0.23902 1.62324 -0.78624 -0.0638
B 0.74523 0.78147 -3.13119 -0.0540
N 0.70848 1.92919 -2.09161 0.0113
C 0.82593 3.26301 -2.18294 0.0482
Re -0.21268 -0.24932 -0.23838 1.7941
H 1.16292 3.69866 -3.10605 0.0024
C 0.46777 3.84865 -0.96518 0.0060
H 0.46896 4.89381 -0.71206 0.0005
C 0.08866 2.81016 -0.12458 0.0234
H 1.11573 1.12614 -4.21718 0.0008
C -1.53686 -2.35868 0.49396 0.0430
H -1.87894 -1.63112 1.25987 -0.0064
H -0.84068 -3.11029 0.89970 0.0075
H -2.40627 -2.90248 0.09307 -0.0017
N -0.71261 0.20449 -3.12584 0.0252
N 1.64785 -0.33312 -2.50833 0.0133
N -1.30834 -0.15692 -1.86923 0.0162
N 1.40006 -0.78499 -1.15802 0.0454
C -1.56926 -0.11906 -4.09033 0.0483
C 2.64121 -1.06274 -3.00693 0.0590
H -1.27939 0.06070 -5.11986 0.0039
H 2.96405 -0.89558 -4.02347 0.0033
C -2.71923 -0.68171 -3.53296 0.0061
C 3.10365 -1.97498 -2.05290 0.0120
C -2.54085 -0.71346 -2.15784 -0.0112
C 2.31866 -1.79941 -0.92405 0.0038
H -3.59319 -1.02670 -4.05370 0.0009
H 3.91996 -2.66911 -2.15068 0.0010
H -3.14670 -1.08435 -1.34577 -0.0011
H 2.30100 -2.27900 0.03705 -0.0001
H -1.05341 -1.96435 -0.49399 -0.0128
Br 1.18371 2.35304 3.41902 0.2350
C 0.91691 0.84639 4.53044 0.2530
C 0.84104 0.93713 5.92782 0.0218
C 0.73732 -0.22532 6.71330 0.0737
C 0.64690 -1.47663 6.10844 0.2000
C 0.64020 -1.57366 4.72711 0.0150
C 0.75536 -0.42525 3.94805 0.0827
C 0.82326 -0.63061 2.47837 0.0422
O 1.63189 -1.41199 1.96598 0.0007
O -0.08065 0.03278 1.76558 0.0462
H 0.85892 1.92116 6.39444 -0.0009
H 0.69269 -0.14068 7.79952 0.0056
H 0.57369 -2.38376 6.69917 -0.0008
H 0.54769 -2.52946 4.21597 0.0054
```

=====

This record from the Open Molecules 2025 dataset describes a cluster of 2 separate species, C3H9N2O2P in total in a non-equilibrium geometry. The level of theory is ωB97M-V/def2-TZVPD.

For the HOMO-LUMO gap, the calculation gives 0.34261 Eh. The SMILES is [H]/N=C/C=C.NP(O)O. As for the LUMO energy: 0.024 hartree. As for the HOMO energy: -8.67 eV. The spin multiplicity is 1. The energy relative to the best compared isomer or geometry (same formula, charge and spin) is 69.7 kcal/mol.

Geometry as XYZ:
```
17
Properties=species:S:1:pos:R:3:nbo_charge:R:1
H 0.31991 1.39292 1.50454 0.3389
N -0.38936 0.68736 1.24130 -0.6248
C -1.29837 1.24029 0.57126 0.0980
C -2.28132 0.29530 0.04872 -0.2413
C -2.90116 0.46916 -1.17710 -0.3527
H -1.36197 2.29310 0.30381 0.1725
H -2.75876 -0.39466 0.67334 0.2141
H -3.43601 -0.37858 -1.67226 0.2074
H -2.62242 1.28027 -1.82533 0.1868
N 1.82171 -1.32940 1.01039 -1.1979
P 1.54968 -0.80408 -0.59494 1.4596
O 1.73369 0.70259 -0.41818 -1.0118
O 3.14434 -1.13619 -1.06588 -0.9999
H 1.12522 -0.93118 1.65012 0.4018
H 1.66219 -2.34051 0.99085 0.3725
H 2.48188 0.89455 0.26973 0.4998
H 3.21074 -1.94093 -1.51036 0.4769
```

=====

Number 1: E_tot -571.714864 a.u.. Number 2: E_tot -465.788765 a.u.. Number 3: E_tot -1808.326027 a.u.. Number 4: E_tot -722.808714 a.u.. Number 5: E_tot -1477.302863 a.u.. Number 6: E_tot -3814.180201 a.u.. Number 7: E_tot -721.035105 a.u..